Record 1
61
Properties=species:S:1:pos:R:3 method="wB97M-V/def2-TZVPD" lumo_energy_ev="2.49 / 2.48" spin_multiplicity=4 relative_energy_kcal_mol=10.3 s2=3.76 homo_energy_ha="-0.1480 / -0.2087" total_charge=-1
V -0.539 0.414 0.520
S 4.167 -3.041 1.313
S 0.604 -2.864 -0.213
S 2.859 -0.012 -0.676
O 0.800 4.332 0.282
O -4.589 -4.053 -0.323
O -1.588 -1.121 -1.922
O 2.307 0.427 3.350
O 0.705 -0.220 1.930
O -3.110 -0.431 2.303
N -3.087 -2.552 -1.066
N -1.491 1.831 -0.944
N 0.368 2.139 0.876
N -2.267 -0.716 0.224
C -3.113 -1.056 1.262
C -0.604 3.004 -1.124
C -5.543 -1.576 1.061
C 0.266 3.237 0.113
C 4.636 -1.311 1.073
C -2.269 -1.422 -0.953
C 4.476 -0.749 -0.345
C 1.937 -2.601 -1.417
C 1.241 2.127 2.039
C -2.626 -3.752 2.458
C 2.462 -2.944 1.947
C 1.461 -3.739 1.110
C -4.132 -2.193 1.113
C 1.462 0.678 2.505
C 2.099 -1.151 -1.857
C -4.004 -3.111 2.335
C -3.960 -3.030 -0.134
C -5.788 -0.658 -0.129
H 0.647 -4.087 1.751
H 4.082 -0.707 1.794
H 2.208 2.587 1.822
H 4.688 -1.513 -1.096
H -5.672 -1.026 1.995
H 1.734 -3.216 -2.296
H 2.654 -1.122 -2.798
H -1.760 1.386 -1.814
H 1.116 -0.712 -2.054
H -6.255 -2.404 1.054
H -2.558 -4.365 3.357
H -2.335 2.114 -0.458
H 1.929 -4.630 0.686
H -5.062 0.158 -0.160
H 0.813 2.683 2.880
H -4.208 -2.498 3.213
H 0.072 2.793 -1.955
H -2.968 -3.092 -1.910
H 2.859 -2.964 -0.964
H -2.407 -4.399 1.604
H -5.727 -1.197 -1.077
H -1.143 3.923 -1.354
H -6.780 -0.208 -0.074
H 2.165 -1.901 2.009
H 5.690 -1.268 1.356
H -4.777 -3.877 2.255
H 5.208 0.048 -0.490
H -1.839 -2.996 2.524
H 2.477 -3.337 2.964

Record 2
124
Properties=species:S:1:pos:R:3 method="wB97M-V/def2-TZVPD" lumo_energy_ev="-3.85 / -7.57" spin_multiplicity=2 relative_energy_kcal_mol=48.8 s2=0.75 homo_energy_ha="-0.3967 / -0.3967" total_charge=+1
Ag 1.592 9.853 -8.348
O -0.441 6.860 -3.893
O 4.930 5.797 -1.565
O 4.411 3.999 -10.828
O 2.916 2.282 -6.287
O 2.556 7.762 -8.007
O 4.992 9.410 -12.145
O 10.167 7.239 -5.162
O 0.464 2.070 -9.220
O 4.641 7.318 -7.803
O 3.264 6.686 -6.256
N -0.891 9.011 -2.258
N 5.231 1.496 -8.221
N -1.094 4.184 -10.380
N 3.480 7.219 -7.350
N 3.921 10.179 -8.718
N 2.498 -0.151 -3.459
N 5.057 8.226 -4.392
N 6.880 6.044 -6.113
C 3.236 0.745 -4.376
C -0.122 5.777 -8.850
C 3.868 5.197 -0.855
C 4.238 -0.089 -5.165
C 0.098 4.441 -9.544
C -0.386 7.729 -1.666
C -1.534 6.871 -1.141
C 0.403 7.019 -2.776
C 3.461 3.484 -5.791
C 0.289 3.279 -8.544
C 3.961 5.328 -10.765
C 6.137 8.360 -2.222
C 8.996 6.515 -4.916
C 2.268 1.506 -5.312
C 4.366 3.433 -9.528
C 10.986 7.387 -3.991
C 8.154 7.806 -7.032
C 5.001 2.036 -9.568
C 4.485 9.117 -10.869
C 4.640 10.385 -10.014
C 4.445 6.518 -2.675
C 4.930 8.316 -13.046
C 8.256 6.478 -6.259
C 6.098 10.742 -9.798
C 5.528 7.426 -3.260
C -0.002 5.821 -4.740
C 0.744 0.982 -8.362
C 4.110 1.075 -10.371
H 4.248 4.798 0.078
H 7.563 8.524 -6.459
H 5.595 7.516 -12.708
H 10.504 8.138 -3.364
H 5.366 8.647 -13.989
H 4.827 0.539 -5.832
H 9.255 5.503 -4.593
H 2.970 5.350 -10.299
H 1.038 5.999 -5.046
H -0.993 5.702 -8.199
H 3.844 5.780 -11.753
H -1.919 7.350 -0.242
H 11.953 7.713 -4.357
H 6.597 11.073 -10.709
H 0.637 0.101 -8.998
H 3.307 4.462 -1.447
H 4.470 7.612 -4.966
H -0.091 9.637 -2.120
H 4.323 10.823 -8.035
H 3.092 5.947 -0.638
H 1.599 2.127 -4.697
H 3.926 7.970 -13.296
H 4.396 8.913 -4.038
H 2.067 -0.849 -4.066
H 4.697 0.171 -10.545
H -0.020 4.887 -4.162
H 4.065 5.843 -3.453
H -0.623 3.210 -7.930
H 3.739 1.458 -3.716
H -0.607 5.723 -5.637
H 4.098 11.194 -10.509
H 0.019 0.929 -7.546
H 2.697 4.037 -5.248
H 5.003 4.020 -8.849
H 6.927 9.034 -2.553
H -0.914 3.405 -11.009
H 1.272 7.595 -3.130
H 3.885 4.040 -6.634
H 6.365 6.770 -3.528
H 0.779 6.054 -2.405
H 9.142 8.212 -7.246
H 6.661 9.906 -9.374
H 5.331 8.943 -1.766
H 6.604 7.803 -1.406
H 8.739 5.700 -6.867
H 6.211 11.593 -9.118
H 3.345 3.363 -9.140
H 4.357 9.299 -8.412
H -1.128 5.897 -0.858
H 0.759 6.067 -8.274
H 4.923 -0.511 -4.429
H 6.367 6.385 -6.949
H 1.721 0.358 -3.042
H 4.412 3.334 -5.256
H 1.645 0.779 -5.842
H 11.095 6.443 -3.455
H 5.901 2.126 -7.769
H 3.594 7.125 -2.338
H 0.950 4.432 -10.226
H 4.665 6.000 -10.259
H 6.442 6.628 -5.376
H 1.782 0.963 -8.018
H -1.514 9.400 -1.542
H 3.404 8.933 -10.932
H 3.905 1.515 -11.349
H 3.164 0.768 -9.926
H 1.102 3.575 -7.863
H 4.991 8.267 -10.400
H 0.277 7.950 -0.820
H -0.305 6.487 -9.656
H 7.666 7.708 -8.006
H 4.392 1.711 -7.667
H 3.738 -0.888 -5.711
H 8.367 6.976 -4.146
H -1.832 3.803 -9.790
H 5.962 2.031 -10.085
H -2.295 6.718 -1.903

Record 3
117
Properties=species:S:1:pos:R:3 method="wB97M-V/def2-TZVPD" lumo_energy_ev=0.32 relative_energy_kcal_mol=0.0 homo_energy_ha=-0.3547 total_charge=0
N -0.584 -0.914 -0.421
N -0.650 -0.517 -4.633
N 2.263 1.808 4.619
N -0.277 4.019 -1.621
N -2.033 -6.816 3.573
N 3.686 2.746 -0.313
N -1.053 -5.728 -0.150
N -1.489 2.563 4.491
N 4.500 -5.285 1.885
N -5.577 -1.159 -4.006
C 0.133 4.205 3.423
C -4.622 -1.460 -3.435
C -1.285 4.786 -1.249
C 0.306 -6.516 -2.014
C 0.256 1.150 0.561
C -1.890 5.642 -2.153
C 3.965 -4.287 1.669
C -1.804 -4.189 3.617
C 4.620 2.754 4.058
C -1.392 5.686 -3.483
C -0.053 -5.569 -1.049
C -1.473 -7.877 -1.277
C -3.982 -4.142 -2.329
C -0.462 -7.621 -2.113
C 3.098 -3.120 1.333
C 0.477 -0.936 1.761
C -3.549 -2.827 -1.591
C -3.735 -3.125 2.497
C -1.796 -6.911 -0.372
C 4.687 3.547 2.746
C -0.257 4.913 -3.837
C 3.736 -1.910 2.074
C -1.465 0.171 -4.900
C -1.958 -5.669 3.588
C 3.292 0.223 -4.638
C -0.380 0.400 -0.474
C -4.235 2.534 -4.025
C -2.712 2.262 -4.090
C -0.351 6.227 4.869
C 3.314 2.191 4.373
C 0.593 0.484 1.746
C 3.568 -2.153 3.614
C -2.520 1.181 -5.153
C -0.061 -1.581 0.668
C -3.357 -1.773 -2.714
C -0.768 3.253 3.977
C 3.862 4.865 2.539
C -0.208 5.703 3.445
C 3.122 0.951 -2.148
C 0.255 4.109 -2.878
C 3.868 1.035 -3.502
C -3.111 -3.468 3.887
C 3.468 1.949 -1.111
H 5.707 3.930 2.787
H 0.449 2.213 0.545
H 2.613 -2.586 3.910
H -3.422 0.571 -5.198
H 3.681 -1.247 4.210
H 4.922 0.762 -3.442
H 0.809 -1.416 2.670
H 2.049 1.112 -2.252
H -2.489 -7.004 0.451
H -2.743 6.237 -1.862
H 0.951 3.994 4.112
H 0.588 5.970 5.360
H -1.078 5.844 2.804
H 3.444 -0.797 -4.286
H -4.233 -4.949 -1.641
H -4.499 3.398 -3.415
H 1.023 3.370 -3.052
H -4.677 2.674 -5.011
H -2.358 1.683 -6.106
H -0.218 -8.369 -2.853
H 4.950 3.392 4.879
H -3.063 -2.467 1.947
H -1.616 4.569 -0.244
H 3.143 -0.062 -1.747
H -2.602 -3.087 -1.118
H 0.543 3.965 2.441
H 4.783 -1.747 1.818
H -1.136 5.692 5.404
H -3.868 -4.098 2.023
H -0.663 0.919 -1.378
H -2.928 -0.891 -2.239
H 3.806 2.074 -3.825
H 3.001 -3.087 0.248
H -1.181 -4.084 4.505
H 3.708 0.295 -5.643
H 4.323 -2.866 3.947
H -0.254 -2.642 0.727
H 2.241 0.427 -4.843
H -2.607 -2.088 -3.439
H -4.757 -3.996 -3.082
H 2.849 4.616 2.855
H -1.822 6.308 -4.255
H -1.891 -8.873 -1.279
H -2.206 1.896 -3.197
H -4.184 -2.433 -0.797
H 4.090 5.783 3.080
H -0.409 7.312 4.961
H 2.144 -3.349 1.809
H -2.985 -2.551 4.464
H -4.683 -2.590 2.451
H -4.640 1.585 -3.675
H 3.157 -1.002 1.906
H 1.055 -6.491 -2.792
H -1.247 -3.753 2.787
H 5.280 1.888 3.998
H 0.448 -4.619 -1.160
H 0.560 6.320 2.979
H 0.086 4.867 -4.860
H 4.483 2.791 1.988
H -3.054 -4.466 -2.802
H 3.716 5.044 1.474
H -3.757 -4.016 4.573
H -2.299 3.196 -4.471
H 0.987 1.121 2.524

Record 4
58
Properties=species:S:1:pos:R:3 method="wB97M-V/def2-TZVPD" lumo_energy_ev=-6.59 homo_energy_ha=-0.3881 total_charge=+1
Hg -0.724 4.134 2.121
S 4.622 0.852 1.500
S -3.260 4.494 -0.352
O -0.467 2.510 0.490
O 0.756 2.450 2.310
O 0.690 0.651 0.975
O -2.327 4.789 0.759
O 3.362 1.407 1.043
O -4.249 5.479 -0.653
O 5.805 1.669 1.461
N -1.365 -2.640 -0.999
C -0.813 -3.018 -2.306
C -1.779 -1.245 -0.942
C 4.465 0.153 3.147
C -2.769 2.623 -2.153
C -4.162 2.396 -1.568
C 0.289 1.866 1.258
C -0.307 -4.457 0.301
C 4.249 -1.736 1.534
C -4.048 2.886 -0.129
C -2.357 4.055 -1.855
C 0.209 -2.059 -2.917
C 4.928 -0.716 0.637
C -2.762 -1.064 0.226
C -0.401 -2.959 0.046
C 4.563 -1.382 2.995
H -4.401 1.335 -1.566
H -0.418 -4.033 -2.259
H -4.955 2.964 -2.054
H 4.568 -0.580 -0.379
H 5.543 -1.722 3.315
H -2.386 -1.018 -1.824
H 0.613 -2.593 -0.191
H -0.617 -2.454 0.990
H -2.415 -1.116 1.254
H -0.958 -0.515 -0.897
H -4.941 3.110 0.451
H -3.665 -1.631 0.014
H 6.016 -0.788 0.648
H -3.084 -0.017 0.111
H 0.043 -4.652 1.318
H 3.575 0.543 3.635
H 0.575 -2.377 -3.890
H -0.208 -1.058 -3.037
H 1.466 0.541 1.561
H -1.645 -3.130 -3.013
H -2.045 1.927 -1.725
H 1.042 -1.964 -2.215
H -1.303 4.165 -1.597
H 3.771 -1.792 3.619
H 3.171 -1.563 1.429
H 0.510 -4.909 -0.273
H -1.207 -5.016 0.062
H 4.478 -2.768 1.285
H -2.558 4.796 -2.626
H 5.331 0.484 3.716
H -3.344 2.268 0.430
H -2.704 2.422 -3.223